#w
{
  "formula": "C4H6O",
  "method": "ωB97M-V/def2-TZVPD",
  "homo_ev": -9.754,
  "lumo_energy_ev": 0.63,
  "charge": 0,
  "orbital_gap_ev": 10.381,
  "symbols": ["C", "C", "C", "C", "H", "H", "H", "H", "H", "H", "O"],
  "xyz": [[-1.22, 0.05, -0.14], [-0.16, -1.08, -0.21], [0.93, -0.07, 0.36], [0.00, 1.11, -0.17], [-0.34, -1.98, 0.42], [-0.16, -1.37, -1.34], [0.85, -0.11, 1.80], [2.14, -0.23, -0.05], [-0.05, 2.22, 0.37], [0.44, 1.39, -1.29], [-2.43, 0.07, 0.23]],
  "nbo_charge": [0.5938, -0.5444, -0.3941, -0.5517, 0.2387, 0.2402, 0.2059, 0.2458, 0.2451, 0.2399, -0.5193]
}

=====

#x
{
  "formula": "C4H6O",
  "method": "ωB97M-V/def2-TZVPD",
  "homo_ev": -9.557,
  "lumo_energy_ev": 1.13,
  "charge": 0,
  "orbital_gap_ev": 10.685,
  "symbols": ["C", "C", "C", "C", "O", "H", "H", "H", "H", "H", "H"],
  "xyz": [[1.13, -0.19, -0.02], [0.08, 0.84, 0.37], [-0.94, 0.23, -0.59], [-0.26, -0.88, 0.26], [-0.46, -0.09, 1.45], [1.45, -0.29, -1.07], [2.00, -0.23, 0.65], [0.20, 1.85, 0.74], [-1.96, 0.54, -0.35], [-0.75, 0.16, -1.66], [-0.48, -1.94, 0.23]],
  "nbo_charge": [-0.4294, 0.0696, -0.4220, 0.0927, -0.5307, 0.1977, 0.2177, 0.1981, 0.2184, 0.1977, 0.1901]
}

=====

#y
{
  "formula": "C4H6O",
  "method": "ωB97M-V/def2-TZVPD",
  "homo_ev": -9.804,
  "smiles": "C1C[C@H]2O[C@@H]12",
  "lumo_energy_ev": 1.25,
  "charge": 0,
  "orbital_gap_ev": 11.050,
  "symbols": ["C", "C", "C", "O", "C", "H", "H", "H", "H", "H", "H"],
  "xyz": [[-0.68, 0.74, -0.20], [-0.76, -0.80, 0.08], [0.74, -0.75, 0.43], [1.39, -0.03, -0.82], [0.80, 0.70, 0.20], [-1.30, 1.34, 0.46], [-0.81, 1.06, -1.24], [-1.47, -1.01, 0.90], [-1.00, -1.46, -0.76], [1.69, -1.24, 0.23], [1.38, 1.45, 0.71]],
  "nbo_charge": [-0.4153, -0.4211, -0.0364, -0.5127, 0.0484, 0.2059, 0.2229, 0.2199, 0.2168, 0.2805, 0.1911]
}

=====

#z
{
  "formula": "C4H6O",
  "method": "ωB97M-V/def2-TZVPD",
  "homo_ev": -9.804,
  "smiles": "C=CC(C)=O",
  "lumo_energy_ev": 0.32,
  "charge": 0,
  "orbital_gap_ev": 10.128,
  "symbols": ["C", "C", "C", "C", "O", "H", "H", "H", "H", "H", "H"],
  "xyz": [[1.74, 0.76, -0.62], [0.43, 0.86, -0.44], [-0.32, -0.27, 0.18], [-1.81, -0.11, 0.38], [0.25, -1.30, 0.48], [2.23, -0.16, -0.29], [2.32, 1.55, -1.08], [-0.14, 1.74, -0.78], [-2.05, -0.21, 1.44], [-2.37, -0.87, -0.17], [-2.17, 0.88, 0.08]],
  "nbo_charge": [-0.2830, -0.3325, 0.5467, -0.7164, -0.5406, 0.2203, 0.2013, 0.2064, 0.2427, 0.2436, 0.2114]
}

=====

Q: What are the energies relative to the best structure? A: #w 70.2; #x 56.7; #y 65.8; #z 0.0, in kcal/mol.

=====

#w
{
  "formula": "C4H6O",
  "method": "ωB97M-V/def2-TZVPD",
  "homo_ev": -9.413,
  "smiles": "C#C[C@@H](C)O",
  "lumo_energy_ev": 0.85,
  "charge": 0,
  "orbital_gap_ev": 10.265,
  "symbols": ["C", "C", "C", "C", "O", "H", "H", "H", "H", "H", "H"],
  "xyz": [[1.81, -0.07, -0.80], [0.72, 0.42, -0.58], [-0.65, 0.54, -0.13], [-0.59, -0.99, 0.26], [-0.93, 1.49, 0.88], [2.73, 0.27, -1.19], [-1.38, 0.78, -0.92], [-1.26, -1.58, -0.36], [-0.72, -1.07, 1.33], [0.45, -1.31, 0.04], [-0.18, 1.52, 1.50]],
  "nbo_charge": [-0.3246, 0.0128, 0.0076, -0.6312, -0.6900, 0.2349, 0.2131, 0.2195, 0.2197, 0.2654, 0.4729]
}

=====

#x
{
  "formula": "C4H6O",
  "method": "ωB97M-V/def2-TZVPD",
  "homo_ev": [-8.191, -6.916],
  "lumo_energy_ev": [0.51, 0.55],
  "charge": 0,
  "orbital_gap_ev": [8.699, 7.467],
  "symbols": ["C", "C", "C", "C", "O", "H", "H", "H", "H", "H", "H"],
  "xyz": [[1.44, 0.10, 1.50], [0.66, 0.17, -1.29], [1.28, -0.37, 2.71], [-1.59, 0.10, -2.14], [-0.51, -0.03, -1.07], [2.04, 0.76, 0.94], [0.63, -1.14, 2.88], [1.57, 0.04, 3.71], [-2.64, 0.42, -1.67], [-1.59, -0.82, -2.56], [-1.29, 0.78, -3.01]],
  "nbo_charge": [-0.0881, 0.2527, -0.5328, -0.2899, -0.5227, 0.1783, 0.1942, 0.2023, 0.2137, 0.1875, 0.2049]
}

=====

#y
{
  "formula": "C4H6O",
  "method": "ωB97M-V/def2-TZVPD",
  "homo_ev": -9.619,
  "smiles": "C=C[C@H]1CO1",
  "lumo_energy_ev": 1.14,
  "charge": 0,
  "orbital_gap_ev": 10.758,
  "symbols": ["C", "C", "C", "C", "O", "H", "H", "H", "H", "H", "H"],
  "xyz": [[1.30, 0.68, -0.61], [0.67, -0.42, -0.40], [-0.74, -0.62, -0.09], [-1.12, 0.11, 0.94], [-1.34, 0.52, -0.39], [0.88, 1.68, -0.42], [2.51, 0.71, -0.72], [1.14, -1.38, -0.71], [-1.01, -1.51, -0.57], [-0.37, 0.52, 1.65], [-1.92, -0.31, 1.31]],
  "nbo_charge": [-0.3938, -0.2077, -0.0125, -0.0985, -0.4454, 0.2032, 0.2041, 0.1898, 0.1871, 0.1953, 0.1784]
}

=====

#z
{
  "formula": "C4H6O",
  "method": "ωB97M-V/def2-TZVPD",
  "homo_ev": -9.171,
  "smiles": "C1=CCOC1",
  "lumo_energy_ev": 1.13,
  "charge": 0,
  "orbital_gap_ev": 10.298,
  "symbols": ["C", "C", "C", "O", "C", "H", "H", "H", "H", "H", "H"],
  "xyz": [[0.67, 0.90, -0.18], [1.05, -0.36, 0.04], [-0.17, -1.24, 0.06], [-1.24, -0.39, -0.34], [-0.83, 0.95, -0.11], [1.31, 1.77, -0.25], [2.06, -0.72, 0.23], [-0.37, -1.66, 1.06], [-0.10, -2.08, -0.64], [-1.12, 1.33, 0.89], [-1.39, 1.63, -0.76]],
  "nbo_charge": [-0.2177, -0.2183, -0.1001, -0.5172, -0.0981, 0.2180, 0.2181, 0.1715, 0.1901, 0.1613, 0.1924]
}

=====

Q: What are the energies relative to the best structure? A: #w 58.2; #x 158.7; #y 69.4; #z 0.0, in kcal/mol.

=====

#w
{
  "formula": "C4H6O",
  "method": "ωB97M-V/def2-TZVPD",
  "homo_ev": -10.167,
  "smiles": "C#C[C@@H](C)O",
  "lumo_energy_ev": 0.98,
  "charge": 0,
  "orbital_gap_ev": 11.144,
  "symbols": ["C", "C", "C", "C", "O", "H", "H", "H", "H", "H", "H"],
  "xyz": [[-0.47, -1.73, -1.34], [0.00, -1.12, -0.42], [0.47, -0.11, 0.55], [0.17, 1.27, -0.10], [-0.08, -0.26, 1.84], [-0.89, -2.16, -2.22], [1.55, -0.22, 0.70], [1.05, 1.91, -0.09], [-0.62, 1.78, 0.47], [-0.17, 1.13, -1.13], [-1.01, -0.49, 1.74]],
  "nbo_charge": [-0.2463, -0.0308, 0.0183, -0.6237, -0.6941, 0.2390, 0.2057, 0.2163, 0.2224, 0.2232, 0.4698]
}

=====

#x
{
  "formula": "C4H6O",
  "method": "ωB97M-V/def2-TZVPD",
  "homo_ev": -9.584,
  "smiles": "O=C1CCC1",
  "lumo_energy_ev": 0.99,
  "charge": 0,
  "orbital_gap_ev": 10.575,
  "symbols": ["O", "C", "C", "C", "C", "H", "H", "H", "H", "H", "H"],
  "xyz": [[-2.34, 0.09, 0.12], [-1.15, 0.01, -0.07], [-0.08, 1.08, -0.20], [0.98, 0.01, 0.19], [-0.12, -1.11, 0.04], [0.01, 1.46, -1.23], [-0.19, 1.90, 0.51], [1.42, 0.10, 1.18], [1.79, -0.07, -0.55], [-0.36, -1.90, 0.77], [0.24, -1.54, -0.88]],
  "nbo_charge": [-0.5155, 0.6084, -0.5281, -0.3888, -0.5364, 0.2340, 0.2345, 0.2128, 0.2045, 0.2350, 0.2396]
}

=====

Q: What are the energies relative to the best structure? A: #w 28.6; #x 0.0, in kcal/mol.